ORCA calculation (ωB97M-V with the def2-TZVPD basis set) on 2 unconnected molecules or ions with the total composition C3H6OSe at a distorted geometry.

The energy above the lowest of the compared OMol25 structures with the same formula, charge and spin comes out at 4.363 eV. The total energy comes out at -70596.453 eV. The value obtained for the orbital gap (alpha / beta) is 9.069 / 6.930 eV. The calculation puts the HOMO energy (alpha / beta) at -8.624 / -7.102 eV.

Cartesian coordinates (Å):
C1 0.892232 0.200632 0.156087
C2 -0.192850 1.217883 0.392353
C3 -0.715810 -1.369098 -0.093623
O1 0.426073 -1.058109 0.446338
Se1 -1.858518 0.070434 -0.139977
H1 1.185058 0.246122 -0.840893
H2 1.842919 0.389018 0.795455
H3 -0.157577 1.585657 1.473539
H4 -0.373504 2.175306 -0.116607
H5 -0.036853 -1.162531 -2.386905
H6 -1.011174 -2.295310 0.314236

Atoms 1-3, force components in eV/Å:
C 1.96 2.08 1.57
C -1.97 0.59 2.04
C -0.02 -0.07 -1.31